{"formula": "C6H12N3", "method": "ωB97M-V with the def2-TZVPD basis set", "mol_weight_da": 126.2, "fmax_ev_per_a": 1.05, "total_charge": 1, "e_tot_ev": -10879.62225, "smiles": "CC/N=C/N1C=[NH+]CC1", "gap_ha": 0.36309, "homo_ha": -0.485, "species": ["C", "C", "N", "C", "N", "C", "N", "C", "C", "H", "H", "H", "H", "H", "H", "H", "H", "H", "H", "H", "H"], "xyz": [[-1.988007, -2.083991, -2.528592], [-1.627469, -1.518128, -1.164448], [-0.616098, -0.549879, -1.013384], [0.321954, 0.030920, -1.567940], [0.763156, 1.127053, -0.747739], [-0.123568, 1.737686, 0.002680], [0.384705, 2.398348, 1.004874], [1.845567, 2.397271, 0.891682], [2.100526, 1.347466, -0.211323], [-2.908041, -2.654079, -2.417521], [-2.162117, -1.281887, -3.241548], [-1.217121, -2.743541, -2.910906], [-1.357100, -2.324312, -0.471536], [-2.515891, -1.042598, -0.721267], [0.861715, -0.121980, -2.498955], [-1.174913, 1.665147, -0.204465], [-0.098235, 3.069680, 1.579300], [2.305094, 2.136793, 1.845067], [2.202328, 3.387812, 0.591773], [2.779779, 1.688788, -0.991540], [2.483497, 0.408696, 0.197216]], "forces_ev_per_a": [[0.193, 0.169, 0.160], [-0.696, -0.729, -0.303], [-0.243, 0.192, 0.512], [-0.282, -0.360, 0.294], [0.285, 0.877, -0.178], [-0.408, -0.094, -0.033], [0.484, 0.263, -0.136], [0.687, 0.202, 0.153], [0.555, -0.139, 0.074], [-0.012, -0.058, -0.111], [-0.050, 0.034, -0.127], [0.126, -0.087, -0.124], [-0.094, 0.069, -0.036], [0.118, -0.255, -0.072], [-0.055, -0.001, -0.125], [-0.180, 0.017, 0.057], [-0.256, -0.091, -0.069], [-0.017, -0.005, -0.116], [-0.122, -0.128, 0.060], [0.000, 0.066, 0.126], [-0.033, 0.056, -0.007]]}

{"formula": "C6H12N3", "method": "ωB97M-V with the def2-TZVPD basis set", "mol_weight_da": 126.2, "fmax_ev_per_a": 5.34, "total_charge": 1, "e_tot_ev": -10878.11542, "smiles": "CNC1=C[N@@H+](CN)C=C1", "gap_ha": 0.31446, "homo_ha": -0.441, "species": ["C", "N", "C", "C", "N", "C", "N", "C", "C", "H", "H", "H", "H", "H", "H", "H", "H", "H", "H", "H", "H"], "xyz": [[2.949288, -1.039936, -0.264383], [2.281161, 0.112606, 0.244858], [1.016725, 0.430348, -0.075459], [0.124993, 0.052813, -1.087707], [-1.139720, 0.601560, -0.877257], [-2.121431, -0.658708, -0.264828], [-2.638363, -0.455520, 1.034255], [-0.943920, 1.543304, 0.273033], [0.318994, 1.428306, 0.703157], [3.251539, -0.900130, -1.267224], [3.883158, -1.178774, 0.174622], [2.313426, -1.922732, -0.262391], [2.657030, 0.538151, 1.124128], [0.406831, -0.743167, -1.773668], [-1.681839, 0.925655, -1.752187], [-2.829889, -0.904923, -1.046646], [-1.309652, -1.346346, -0.109266], [-1.955583, -0.570484, 1.671249], [-3.499900, 0.122598, 1.306999], [-1.835528, 1.948857, 0.736823], [0.752670, 2.016526, 1.511894]], "forces_ev_per_a": [[-0.972, -0.224, -0.932], [0.286, 0.732, 1.538], [-1.286, 0.479, -1.445], [4.416, -1.180, 0.616], [-2.419, 0.477, 0.246], [-0.390, 0.386, 2.127], [-3.906, 1.244, -3.417], [-0.059, -0.332, -0.614], [-1.126, 0.963, 0.345], [-0.055, 0.375, -1.537], [1.223, -0.461, 1.475], [0.063, -0.225, 0.405], [-0.652, -0.663, -1.413], [-0.863, 0.377, -0.228], [1.384, 0.009, 1.789], [-0.002, 0.189, -0.050], [-0.034, -0.600, -0.562], [2.149, -0.230, 3.037], [2.049, -1.351, -0.921], [0.429, 0.373, -0.372], [-0.234, -0.339, -0.086]]}

{"formula": "C6H12N3", "method": "ωB97M-V with the def2-TZVPD basis set", "mol_weight_da": 126.2, "fmax_ev_per_a": 4.72, "total_charge": 1, "e_tot_ev": -10879.59592, "smiles": "Cc1[nH]cc(N(C)C)[nH+]1", "gap_ha": 0.33220, "homo_ha": -0.435, "species": ["C", "C", "N", "C", "C", "N", "C", "C", "N", "H", "H", "H", "H", "H", "H", "H", "H", "H", "H", "H", "H"], "xyz": [[3.352072, 0.670510, 0.021410], [2.055528, 0.045817, 0.116178], [1.872808, -1.218382, 0.232541], [0.558448, -1.586243, 0.209425], [-0.172618, -0.437363, 0.048611], [-1.614540, -0.170812, 0.062673], [-2.673223, -1.203808, 0.220031], [-1.902535, 1.311123, 0.039115], [0.777709, 0.567235, 0.014728], [3.982460, 0.792184, 0.960291], [3.955954, 0.008911, -0.651645], [3.263496, 1.603148, -0.470355], [2.608755, -1.857633, 0.353889], [0.307874, -2.646368, 0.131313], [-2.121266, -2.071862, 0.499471], [-3.349159, -0.649952, 0.963337], [-3.048390, -1.317142, -0.784892], [-1.570375, 1.661530, -1.030546], [-2.991475, 1.453433, 0.075717], [-1.192848, 1.898948, 0.723083], [0.509453, 1.544977, -0.260240]], "forces_ev_per_a": [[2.405, -0.514, 0.178], [-2.210, 1.547, 0.131], [-0.541, -1.266, 0.148], [-1.103, -1.280, -0.435], [-3.276, -0.298, 0.652], [4.402, 1.700, 0.176], [0.981, 3.215, 0.129], [1.784, -0.749, -2.386], [0.267, 1.807, -0.643], [-1.240, -0.150, -0.878], [-0.299, 0.652, 0.475], [0.091, 1.082, -0.375], [0.999, -0.887, 0.104], [-0.115, 0.664, 0.310], [-0.427, -0.890, 0.829], [0.419, -1.933, -0.990], [-0.962, -0.420, 0.036], [-0.852, -0.288, 1.654], [0.613, 0.293, 0.560], [-1.796, -0.830, -0.252], [0.859, -1.455, 0.577]]}

{"formula": "C6H12N3", "method": "ωB97M-V with the def2-TZVPD basis set", "mol_weight_da": 126.2, "fmax_ev_per_a": 3.98, "total_charge": 1, "e_tot_ev": -10876.54707, "smiles": "[H]/N=C(\\C)N=[N+]=C(C)CC", "gap_ha": 0.34361, "homo_ha": -0.541, "species": ["H", "N", "C", "C", "N", "N", "C", "C", "C", "C", "H", "H", "H", "H", "H", "H", "H", "H", "H", "H", "H"], "xyz": [[0.367921, -1.751847, 2.451720], [0.454307, -1.243618, 1.479504], [1.057890, -1.860606, 0.575086], [1.613248, -3.186454, 0.324279], [1.149532, -1.016895, -0.553823], [0.399229, -0.150718, -0.821130], [-0.338205, 0.809755, -0.894509], [-1.428476, 1.021745, -1.877256], [-0.032119, 1.986776, 0.025412], [-0.757519, 1.900894, 1.317704], [0.966474, -3.432011, -0.537958], [1.525996, -3.833826, 1.132311], [2.628323, -3.058093, -0.201943], [-0.980439, 1.253941, -2.764568], [-2.017219, 1.930227, -1.607013], [-2.073488, 0.134409, -2.224263], [1.112030, 2.126393, 0.039145], [-0.412985, 2.812328, -0.595143], [-0.395475, 1.242462, 2.045609], [-1.773447, 1.465379, 0.967618], [-1.065577, 2.849757, 1.719219]], "forces_ev_per_a": [[0.454, 1.005, -2.487], [-0.564, -1.307, 3.720], [-1.311, 0.539, 1.337], [1.000, 1.585, -3.258], [2.069, 0.782, -2.748], [0.803, -2.542, 0.808], [-1.707, 2.274, 0.235], [-2.677, -1.336, 0.813], [2.743, 1.087, -1.524], [-3.516, -0.467, -1.486], [0.192, -0.973, 0.334], [0.140, -1.224, 1.176], [-1.233, -0.465, 1.309], [1.572, 0.961, -2.524], [0.200, -1.096, 0.024], [0.828, 1.153, 1.278], [-1.670, -0.235, 0.372], [0.243, 0.090, 0.525], [0.833, -0.803, 0.883], [1.160, 0.455, 1.006], [0.441, 0.518, 0.207]]}

{"formula": "C6H12N3O2", "method": "ωB97M-V with the def2-TZVPD basis set", "mol_weight_da": 158.2, "fmax_ev_per_a": 2.85, "total_charge": 1, "e_tot_ev": -14971.93171, "smiles": "C=C/N=C(/N)[NH+]=C(OC)OC", "gap_ha": 0.33314, "homo_ha": -0.494, "species": ["C", "C", "N", "C", "N", "N", "C", "O", "C", "O", "C", "H", "H", "H", "H", "H", "H", "H", "H", "H", "H", "H", "H"], "xyz": [[0.350544, -1.528848, 1.168234], [1.366490, -1.812303, 0.254304], [2.259040, -0.891430, -0.071385], [2.072294, 0.320768, -0.392355], [3.059623, 1.187782, -0.690565], [0.711267, 0.765589, -0.535523], [-0.362836, -0.018680, -0.084829], [-1.132874, 0.572422, 0.873388], [-1.506542, 1.979606, 0.954817], [-0.947268, -0.621051, -1.075530], [-2.183943, -1.279650, -0.920648], [-0.482155, -2.344538, 1.256256], [0.484298, -0.813311, 2.055387], [1.428945, -2.765592, -0.430744], [3.884019, 0.982071, -0.234594], [2.787211, 2.127649, -0.704164], [0.444401, 1.158122, -1.444752], [-2.544896, 2.059909, 1.449708], [-1.368944, 2.458444, 0.014130], [-0.779331, 2.699859, 1.416510], [-2.661108, -1.455695, -1.875011], [-2.766576, -0.519254, -0.540946], [-2.111660, -2.261868, -0.441689]], "forces_ev_per_a": [[-1.792, 0.013, 0.464], [0.532, -0.422, -1.413], [1.003, -1.276, 0.203], [-1.915, 0.293, -0.134], [-2.284, -0.918, -0.459], [1.044, 0.350, -0.513], [-0.055, 0.601, 2.384], [-0.353, -0.415, 0.504], [0.169, 0.967, 0.615], [0.607, -0.746, -1.972], [-0.178, -0.798, -0.913], [1.659, 1.774, 0.122], [-0.018, -1.342, -1.566], [-0.361, 1.697, 1.677], [2.320, -0.428, 0.730], [-0.187, 1.496, -0.056], [0.651, -0.150, 0.187], [1.845, -0.274, -1.108], [-1.181, -0.129, -1.532], [-0.264, -1.526, 1.029], [0.684, -0.074, -0.664], [-1.970, 0.734, 1.929], [0.043, 0.576, 0.485]]}

Question: Number 4 is which compound?
Answer: C6H12N3

What did the third record say?
{"formula": "C6H12N3", "method": "ωB97M-V with the def2-TZVPD basis set", "mol_weight_da": 126.2, "fmax_ev_per_a": 4.72, "total_charge": 1, "e_tot_ev": -10879.59592, "smiles": "Cc1[nH]cc(N(C)C)[nH+]1", "gap_ha": 0.33220, "homo_ha": -0.435, "species": ["C", "C", "N", "C", "C", "N", "C", "C", "N", "H", "H", "H", "H", "H", "H", "H", "H", "H", "H", "H", "H"], "xyz": [[3.352072, 0.670510, 0.021410], [2.055528, 0.045817, 0.116178], [1.872808, -1.218382, 0.232541], [0.558448, -1.586243, 0.209425], [-0.172618, -0.437363, 0.048611], [-1.614540, -0.170812, 0.062673], [-2.673223, -1.203808, 0.220031], [-1.902535, 1.311123, 0.039115], [0.777709, 0.567235, 0.014728], [3.982460, 0.792184, 0.960291], [3.955954, 0.008911, -0.651645], [3.263496, 1.603148, -0.470355], [2.608755, -1.857633, 0.353889], [0.307874, -2.646368, 0.131313], [-2.121266, -2.071862, 0.499471], [-3.349159, -0.649952, 0.963337], [-3.048390, -1.317142, -0.784892], [-1.570375, 1.661530, -1.030546], [-2.991475, 1.453433, 0.075717], [-1.192848, 1.898948, 0.723083], [0.509453, 1.544977, -0.260240]], "forces_ev_per_a": [[2.405, -0.514, 0.178], [-2.210, 1.547, 0.131], [-0.541, -1.266, 0.148], [-1.103, -1.280, -0.435], [-3.276, -0.298, 0.652], [4.402, 1.700, 0.176], [0.981, 3.215, 0.129], [1.784, -0.749, -2.386], [0.267, 1.807, -0.643], [-1.240, -0.150, -0.878], [-0.299, 0.652, 0.475], [0.091, 1.082, -0.375], [0.999, -0.887, 0.104], [-0.115, 0.664, 0.310], [-0.427, -0.890, 0.829], [0.419, -1.933, -0.990], [-0.962, -0.420, 0.036], [-0.852, -0.288, 1.654], [0.613, 0.293, 0.560], [-1.796, -0.830, -0.252], [0.859, -1.455, 0.577]]}

Question: What is the formula in the third record?
Answer: C6H12N3